# 1
{"formula": "C27H18FI2N6O2Pt", "method": "the ωB97M-V functional and the def2-TZVPD basis", "symbols": ["H", "H", "C", "C", "H", "I", "C", "H", "C", "N", "C", "H", "H", "C", "C", "H", "H", "C", "H", "H", "N", "C", "H", "C", "I", "F", "C", "H", "C", "C", "O", "C", "H", "C", "Pt", "H", "N", "C", "O", "C", "C", "C", "C", "N", "C", "H", "H", "C", "C", "C", "N", "C", "H", "H", "C", "C", "N"], "xyz": [[-0.012, 0.053, 3.513], [4.809, -0.531, -2.324], [-2.598, -2.919, -1.116], [-3.546, -2.770, -0.132], [2.863, 0.651, -3.281], [-0.937, 1.142, -2.199], [-0.350, -0.379, 2.580], [-3.305, 4.893, -0.562], [4.622, -0.039, -1.376], [2.315, -1.996, -2.187], [-3.851, 1.048, 0.741], [-2.038, 5.917, 0.148], [-4.310, 1.274, 4.078], [3.495, -4.230, -2.443], [-3.192, 3.220, 1.533], [-3.393, 3.551, 3.633], [-2.782, -3.525, -1.994], [-2.407, 4.901, 0.061], [-2.310, -0.811, 3.282], [4.012, 1.705, 2.008], [2.232, -6.464, -2.693], [-1.071, -1.517, 0.212], [6.462, -0.739, -0.488], [-4.039, 1.576, 3.073], [0.158, 3.184, -4.437], [6.205, 0.354, 1.849], [3.450, 0.697, -1.207], [1.558, -0.141, 1.567], [5.555, -0.163, -0.355], [5.305, 0.467, 0.846], [-2.696, 4.473, 1.385], [-2.046, -1.402, 1.219], [-1.641, 4.276, -0.406], [4.917, -4.209, -2.475], [0.949, -0.578, -2.083], [-3.145, 2.604, -0.533], [-4.511, -1.662, 1.713], [2.791, -5.460, -2.578], [-0.569, -2.175, -2.034], [-3.534, 2.837, 2.829], [4.166, 1.214, 1.055], [2.433, 0.829, -2.297], [-3.377, 2.327, 0.485], [0.186, -1.056, 0.366], [3.246, 1.326, 0.020], [-4.521, -3.234, -0.235], [-3.988, 0.364, -0.088], [-4.173, 0.649, 2.037], [0.534, -0.494, 1.497], [-3.366, -1.911, 0.964], [6.073, -4.182, -2.493], [-1.630, -0.841, 2.444], [1.988, 1.821, -2.283], [2.348, 1.918, 0.164], [-1.368, -2.207, -1.059], [2.805, -3.034, -2.298], [-4.768, -0.607, 2.354]], "mulliken_charge": [0.428, 0.455, -0.748, -0.275, 0.379, 0.045, -0.925, 0.329, -0.303, -0.917, -0.383, 0.237, 0.427, -0.119, 0.848, 0.418, 0.422, -0.721, 0.562, 0.433, -0.534, -0.512, 0.447, -0.128, -0.216, -0.351, 0.203, 0.562, -0.701, 0.434, -0.478, 0.841, 0.270, 0.108, 1.287, 0.533, -0.478, 0.149, -0.911, -0.644, -0.586, -1.290, -0.443, -0.308, -0.241, 0.401, 0.457, -0.309, -0.489, -0.095, -0.514, -0.498, 0.514, 0.416, 1.331, 0.794, -0.608], "homo_lumo_gap_ev": [3.07, 3.67], "charge": -1, "spin_multiplicity": 1, "e_lumo_ha": [-0.0614, -0.0535], "homo_energy_ev": [-4.75, -5.12]}


# 2
{"formula": "C27H19AsBrMoN4O6S", "method": "the ωB97M-V functional and the def2-TZVPD basis", "symbols": ["C", "C", "O", "C", "H", "C", "C", "H", "H", "N", "As", "O", "H", "H", "C", "C", "C", "C", "C", "C", "N", "H", "H", "O", "C", "C", "H", "Mo", "C", "C", "H", "O", "O", "C", "C", "N", "H", "O", "C", "C", "C", "C", "H", "C", "C", "N", "C", "H", "H", "H", "C", "Br", "H", "H", "C", "H", "H", "H", "S", "C"], "xyz": [[1.004, -0.875, 4.165], [-3.113, -2.580, -0.479], [-0.297, -1.087, -1.655], [3.474, 3.364, -0.049], [1.660, -1.365, 2.204], [1.083, 2.725, -0.102], [2.671, -1.247, -0.247], [2.231, -2.231, -0.292], [-5.605, -4.381, -1.875], [0.130, 0.050, 2.144], [-2.966, -1.368, 0.986], [-0.195, -2.150, 0.367], [-1.435, -4.375, -2.863], [-1.541, 4.768, -0.143], [4.401, 5.402, -0.945], [-0.861, 3.930, -0.139], [2.817, 0.989, -0.083], [0.983, -0.773, 2.802], [-0.775, 0.739, 4.243], [2.445, 2.332, -0.066], [-0.025, 1.818, -0.201], [1.705, -1.545, 4.643], [-1.435, 1.420, 2.343], [-1.850, -0.049, 0.247], [5.516, 4.253, 0.875], [-0.750, 0.779, 2.879], [-5.224, -2.682, -0.129], [-0.091, -0.097, 0.048], [-4.391, -3.050, -0.711], [3.409, 4.443, -0.944], [4.582, 2.467, 1.576], [0.524, -3.425, -1.657], [-2.357, -1.707, 2.433], [4.544, 3.274, 0.855], [5.451, 5.314, -0.030], [7.294, 7.131, -0.005], [-3.734, -5.222, -3.241], [-4.449, -0.515, 1.002], [4.089, 0.468, -0.256], [-2.047, -3.065, -1.277], [0.577, 3.990, -0.030], [-2.263, -4.009, -2.269], [-4.860, -0.505, 1.882], [3.990, -0.938, -0.339], [-1.199, 2.638, -0.240], [1.881, -0.091, -0.088], [6.477, 6.324, -0.017], [6.327, 4.206, 1.590], [4.796, -1.642, -0.480], [-1.484, 1.348, 4.785], [-4.603, -4.007, -1.709], [0.083, -0.226, 6.748], [4.993, 1.049, -0.363], [1.159, 4.887, 0.120], [-3.556, -4.480, -2.475], [-2.174, 2.195, -0.344], [2.618, 4.494, -1.684], [4.374, 6.219, -1.654], [-0.412, -2.534, -1.101], [0.107, -0.112, 4.913]], "mulliken_charge": [-0.770, 0.137, -0.547, -0.365, 0.487, 0.207, -0.485, 0.589, 0.448, 0.847, 1.064, -0.374, 0.542, 0.516, -0.889, -1.116, -0.050, -0.191, -0.728, 1.549, 0.380, 0.500, 0.524, -0.382, -0.882, -0.202, 0.538, 0.054, -0.781, -0.536, 0.630, -0.508, -0.591, -0.427, 0.559, -0.345, 0.453, -0.535, -0.328, 0.649, -0.007, -0.664, 0.388, -1.391, -0.791, 0.824, -0.305, 0.511, 0.523, 0.506, -0.688, 0.032, 0.733, 0.764, -0.790, 0.641, 0.669, 0.509, 1.784, 0.109], "homo_lumo_gap_ev": 4.61, "charge": 3, "spin_multiplicity": 1, "de_lowest_kcal_mol": 4.70, "e_lumo_ha": -0.4527, "homo_energy_ev": -16.93}


# 3
{"formula": "C27H19ClN4O6STc", "method": "the ωB97M-V functional and the def2-TZVPD basis", "symbols": ["H", "C", "H", "C", "N", "H", "H", "C", "C", "C", "C", "H", "H", "C", "C", "O", "N", "C", "H", "C", "H", "C", "C", "Cl", "H", "C", "C", "C", "N", "C", "C", "O", "S", "H", "C", "H", "N", "C", "C", "O", "H", "C", "H", "H", "O", "H", "C", "Tc", "O", "C", "H", "C", "C", "C", "C", "H", "H", "O", "H"], "xyz": [[-0.953, -0.931, -0.334], [-1.438, -2.972, -0.063], [-0.398, -3.254, 0.040], [1.324, 1.310, 3.954], [1.449, 0.990, 0.333], [5.627, -3.266, -4.069], [-5.172, 2.936, -3.316], [-4.103, -2.196, -0.252], [-3.045, 2.266, -0.692], [-1.292, 1.342, 3.043], [0.997, 1.207, 2.595], [4.704, 1.230, 3.630], [4.109, 1.044, 1.235], [-3.765, -3.524, -0.021], [4.943, -3.551, -3.271], [2.760, 2.404, -1.356], [-0.309, 1.223, 2.153], [4.193, -2.362, -2.756], [4.270, -4.320, -3.643], [-1.043, 1.438, 4.410], [-1.878, 1.533, 5.089], [-2.192, 3.455, -0.441], [0.255, 1.426, 4.865], [-5.893, -0.057, -1.748], [-2.303, 1.368, 2.657], [-3.098, -1.258, -0.426], [4.159, -0.024, -2.134], [4.833, -1.129, -2.615], [-3.403, 0.126, -0.690], [2.842, -2.467, -2.403], [3.660, 1.219, 3.350], [-5.715, 3.419, -2.679], [1.991, 1.227, -1.205], [5.872, -1.031, -2.902], [2.147, -1.380, -1.920], [2.334, -3.414, -2.532], [-2.488, 1.077, -0.419], [-4.519, 0.732, -1.173], [3.327, 1.110, 1.980], [-0.951, 3.065, 0.017], [5.542, -3.986, -2.468], [2.010, 1.102, 1.621], [4.650, 0.935, -2.047], [1.093, -1.465, -1.683], [-5.894, 3.704, -0.484], [2.965, 1.396, 5.358], [-5.386, 3.167, -1.415], [-0.437, 1.258, 0.081], [0.572, 1.227, -1.756], [-4.330, 2.111, -1.169], [-4.560, -4.246, 0.107], [-2.442, -3.923, 0.058], [2.817, -0.165, -1.784], [2.695, 1.312, 4.313], [-1.767, -1.653, -0.307], [-5.145, -1.924, -0.271], [0.465, 1.512, 5.925], [-2.491, 4.584, -0.603], [-2.194, -4.960, 0.235]], "mulliken_charge": [0.532, -0.758, 0.497, 0.570, -0.113, 0.403, 0.399, -0.586, -0.142, -0.007, 0.545, 0.431, 0.507, -0.840, -1.465, -0.641, 0.221, 0.847, 0.375, -1.086, 0.437, 0.764, -0.352, -0.119, 0.529, 0.874, -0.456, -0.795, -0.045, -1.039, -0.845, -0.421, 1.627, 0.442, -0.264, 0.401, 0.182, 1.226, -0.783, -0.591, 0.325, 0.584, 0.559, 0.370, -0.443, 0.458, 0.448, 0.277, -0.734, -0.621, 0.405, -0.598, 0.266, -0.969, 0.315, 0.418, 0.484, -0.445, 0.436], "homo_lumo_gap_ev": [7.16, 6.53], "charge": 2, "spin_multiplicity": 4, "de_lowest_kcal_mol": 7.83, "e_lumo_ha": [-0.2800, -0.3075], "s2": 3.7732, "homo_energy_ev": [-14.78, -14.90]}


# 4
{"formula": "C27H19F12N5O2PbSSe4", "method": "the ωB97M-V functional and the def2-TZVPD basis", "symbols": ["F", "H", "C", "C", "H", "F", "F", "N", "C", "F", "H", "F", "C", "H", "H", "H", "C", "C", "Se", "Se", "F", "C", "C", "Se", "C", "F", "H", "F", "C", "C", "F", "H", "F", "C", "N", "C", "H", "C", "O", "H", "H", "C", "Pb", "C", "C", "H", "F", "C", "H", "C", "C", "C", "N", "C", "H", "F", "H", "C", "H", "H", "C", "C", "S", "C", "H", "N", "H", "N", "O", "Se", "C"], "xyz": [[4.674, -3.728, 0.031], [-0.513, 1.802, -2.001], [1.511, 0.713, -0.096], [-4.492, -1.593, -2.621], [-2.617, -1.969, -3.831], [-0.089, 2.061, 4.803], [-0.657, 4.130, 4.191], [0.248, -1.544, -1.416], [2.907, -1.380, -4.043], [-3.283, 2.214, 4.427], [-0.622, -2.847, -2.643], [4.749, -1.926, 2.550], [-1.738, 4.502, -0.256], [4.693, -0.264, 0.258], [-1.447, 6.582, -0.134], [5.122, -1.786, -0.236], [-1.369, 2.188, 2.747], [2.813, -2.493, 1.087], [-2.566, -5.969, 0.892], [-0.753, -5.104, 1.966], [2.868, -2.457, 3.492], [-3.108, -1.743, -2.838], [2.309, -1.035, -2.695], [-2.253, -4.019, 3.536], [-0.323, 2.844, 3.709], [2.619, -4.268, -0.355], [-1.769, 4.027, -2.286], [-3.786, 2.007, 2.338], [-2.173, 5.886, -0.496], [3.352, -1.860, 2.381], [3.453, -4.727, 1.592], [-5.218, -1.667, -3.383], [0.824, 3.029, 2.972], [-4.001, -1.322, -0.258], [1.377, -2.101, -2.103], [-2.210, -1.719, -1.694], [3.258, -2.738, -1.697], [3.406, -3.800, 0.592], [1.461, -2.769, 1.415], [3.370, -2.412, -4.166], [2.047, -1.354, -4.731], [-1.465, 3.600, -1.326], [-0.501, -1.134, 1.249], [2.975, -1.427, -0.036], [-0.776, 2.465, -1.162], [1.564, 2.235, -1.614], [4.294, 0.825, 1.796], [-0.525, 2.023, 0.214], [-3.091, 6.154, 0.036], [2.591, -1.946, -1.461], [-1.214, 2.779, 1.323], [2.109, 0.395, -2.478], [0.357, 1.101, 0.558], [-2.929, 2.593, 3.150], [-2.404, 6.027, -1.604], [-3.160, 3.963, 3.077], [3.716, -0.746, -4.393], [-0.806, -2.124, -1.885], [2.075, 0.934, -3.493], [-5.950, -1.074, -1.097], [1.832, 1.169, -1.414], [-4.928, -1.322, -1.282], [2.760, 0.084, 2.191], [2.283, -0.244, 0.578], [-1.521, 4.826, 1.900], [-2.676, -1.501, -0.414], [-4.336, -1.153, 0.776], [4.350, -1.042, -0.264], [-1.171, 0.844, 2.869], [-4.055, -3.831, 2.132], [-1.474, 4.133, 1.077]], "mulliken_charge": [-0.348, 0.364, 0.520, -0.427, 0.361, -0.264, -0.323, 0.618, -1.829, -0.298, 0.528, -0.343, 0.809, 0.405, 0.331, 0.319, 1.077, 1.078, -0.401, -0.107, -0.281, -0.728, 1.269, -0.281, 0.630, -0.175, 0.226, -0.212, -1.436, 0.573, -0.303, 0.460, -0.241, -0.659, -0.850, 0.679, 0.862, 0.413, -0.890, 0.337, 0.366, -0.807, 1.800, 1.909, -0.976, 0.796, -0.484, 0.537, 0.277, -2.378, -0.957, -0.914, -0.057, 0.509, 0.302, -0.295, 0.394, -0.911, 0.182, 0.434, -1.061, -0.719, 0.061, -0.592, 0.602, 0.390, 0.591, -0.507, -1.094, -0.475, -0.388], "homo_lumo_gap_ev": [5.27, 4.33], "charge": -2, "spin_multiplicity": 1, "de_lowest_kcal_mol": 141.11, "e_lumo_ha": [0.1363, 0.1359], "homo_energy_ev": [-1.56, -0.64]}